Entry 1:
This record from OMol25 describes a structure of composition C17H27BLuNO4P2 in a non-equilibrium geometry. The level of theory is ωB97M-V/def2-TZVPD.

Geometry (Å):
Lu: -0.73 -0.01 0.02
P: -0.34 2.46 -0.74
C: -1.78 2.26 -1.96
C: -1.79 0.97 -2.79
N: -1.19 -0.13 -2.25
C: -1.21 -1.33 -2.91
C: -1.82 -1.43 -4.15
C: -2.45 -0.31 -4.70
C: -2.43 0.89 -4.01
C: -0.50 -2.53 -2.28
P: -0.32 -2.54 -0.41
H: -2.92 1.80 -4.39
H: -1.79 -2.40 -4.65
H: -2.94 -0.39 -5.67
H: -1.00 -3.48 -2.54
H: 0.55 -2.57 -2.63
H: -2.71 2.33 -1.34
H: -1.72 3.15 -2.62
H: -4.51 -0.18 2.12
O: -5.13 0.48 1.74
H: -5.97 -0.02 1.63
H: -1.98 -2.96 3.50
O: -2.86 -3.00 3.93
H: -2.71 -3.55 4.73
C: -1.89 -3.32 0.13
H: -1.98 -4.34 -0.28
H: -1.93 -3.34 1.24
H: -2.75 -2.70 -0.19
C: 1.01 -3.64 0.01
H: 1.11 -3.65 1.11
H: 0.85 -4.65 -0.38
H: 1.94 -3.20 -0.39
C: 0.99 3.13 -1.75
H: 0.72 4.09 -2.22
H: 1.88 3.24 -1.09
H: 1.26 2.38 -2.52
C: -0.90 3.75 0.39
H: -0.11 3.89 1.15
H: -1.13 4.70 -0.11
H: -1.79 3.38 0.94
O: 2.96 0.58 0.67
B: 1.62 0.27 1.15
O: 1.75 0.26 2.62
C: 3.01 0.65 2.92
C: 3.58 0.87 4.16
C: 4.93 1.27 4.20
C: 5.66 1.46 3.01
C: 5.06 1.25 1.76
C: 3.74 0.84 1.74
H: 2.98 0.71 5.06
H: 5.40 1.44 5.17
H: 6.70 1.78 3.05
H: 5.58 1.38 0.81

Summary:
2S+1: 1
Strongest force on any atom: 0.051 hartree/bohr
Highest occupied orbital energy: -12.70 eV
M: 557.13 g mol⁻¹
ΔE to the lowest compared entry with this formula, charge and spin: 15.9 kJ/mol
Gap between HOMO and LUMO: 0.2015 Ha
Net charge: +2
LUMO: -0.2653 hartree

Here are the natural (NBO) charges for atoms 1 to 2, given in e: atom 1 (Lu): 1.85, atom 2 (P): 0.73

Entry 2:
This record from OMol25 describes a cluster of 11 separate species, C32H66O10S8 in total in a non-equilibrium geometry. The level of theory is ωB97M-V/def2-TZVPD.

Geometry (Å):
C: 2.59 3.67 -4.81
S: 1.04 4.00 -3.95
O: 1.00 3.15 -2.72
C: 1.48 5.69 -3.47
H: 2.51 2.72 -5.33
H: 3.38 3.61 -4.07
H: 2.76 4.52 -5.46
H: 2.49 5.70 -3.07
H: 0.76 6.01 -2.72
H: 1.39 6.32 -4.35
C: -0.99 -4.27 2.81
S: -2.08 -4.40 1.39
O: -1.19 -4.36 0.20
C: -2.61 -6.09 1.62
H: -0.25 -3.52 2.55
H: -0.55 -5.23 3.04
H: -1.56 -3.90 3.67
H: -3.45 -6.29 0.96
H: -2.92 -6.27 2.65
H: -1.76 -6.73 1.37
C: -5.43 -3.23 2.84
S: -5.71 -1.49 3.25
O: -5.97 -1.46 4.71
C: -4.00 -0.97 3.03
H: -5.12 -3.25 1.80
H: -6.38 -3.75 2.93
H: -4.66 -3.59 3.52
H: -3.49 -1.27 3.95
H: -3.99 0.12 3.08
H: -3.55 -1.33 2.11
C: 1.88 -3.84 -0.38
S: 2.80 -5.15 -1.21
O: 2.84 -4.83 -2.65
C: 4.39 -4.69 -0.50
H: 2.43 -2.90 -0.37
H: 1.52 -4.18 0.59
H: 0.97 -3.75 -0.98
H: 4.60 -3.64 -0.72
H: 5.17 -5.31 -0.94
H: 4.37 -4.93 0.57
C: -2.31 5.34 -0.05
S: -1.99 6.80 -1.04
O: -0.54 7.04 -0.97
C: -2.23 6.01 -2.63
H: -3.35 5.19 0.24
H: -1.77 5.49 0.89
H: -1.93 4.42 -0.48
H: -2.13 6.81 -3.36
H: -3.20 5.53 -2.79
H: -1.38 5.36 -2.83
C: 6.06 0.06 -2.33
S: 4.28 0.09 -2.43
O: 3.74 -0.89 -1.45
C: 4.11 1.76 -1.78
H: 6.45 -0.88 -2.70
H: 6.39 0.23 -1.30
H: 6.48 0.88 -2.92
H: 3.06 1.85 -1.50
H: 4.40 2.43 -2.58
H: 4.68 1.91 -0.86
C: -4.40 -0.74 -2.77
S: -3.05 -1.94 -2.57
O: -2.07 -1.60 -3.62
C: -2.38 -1.29 -1.04
H: -3.94 0.19 -3.09
H: -4.97 -0.69 -1.85
H: -5.02 -1.18 -3.55
H: -3.19 -1.11 -0.32
H: -1.82 -0.38 -1.26
H: -1.74 -2.04 -0.58
C: 5.04 -2.50 3.12
S: 4.41 -1.54 4.50
O: 5.59 -0.90 5.13
C: 3.65 -0.27 3.50
H: 4.27 -3.04 2.59
H: 5.66 -3.26 3.61
H: 5.67 -1.87 2.49
H: 2.90 -0.69 2.83
H: 4.44 0.22 2.93
H: 3.23 0.53 4.11
C: -0.47 1.67 0.94
C: -0.89 0.87 2.01
C: -0.34 -0.39 2.15
C: 0.55 -0.89 1.22
C: 0.83 -0.16 0.07
C: 0.33 1.13 -0.05
H: -0.87 2.68 0.89
H: -1.63 1.27 2.69
H: -0.63 -0.99 3.01
H: 1.04 -1.84 1.39
H: 1.52 -0.58 -0.65
H: 0.66 1.76 -0.87
C: -4.95 4.04 3.76
C: -3.60 4.14 3.43
C: -2.64 3.39 4.09
C: -3.04 2.57 5.14
C: -4.37 2.55 5.54
C: -5.33 3.25 4.83
H: -5.68 4.63 3.22
H: -3.28 4.88 2.71
H: -1.59 3.53 3.86
H: -2.30 2.02 5.71
H: -4.67 1.94 6.38
H: -6.37 3.14 5.10
O: 3.41 -1.22 -6.50
C: 2.67 -1.21 -5.56
O: 1.78 -0.21 -5.37
C: 1.06 -0.39 -4.14
C: 1.24 -1.87 -3.78
C: 2.58 -2.24 -4.45
H: 0.02 -0.11 -4.26
H: 1.53 0.23 -3.37
H: 0.40 -2.45 -4.16
H: 1.30 -2.04 -2.71
H: 2.52 -3.25 -4.83
H: 3.39 -2.09 -3.74

Summary:
2S+1: 1
Strongest force on any atom: 0.032 hartree/bohr
Highest occupied orbital energy: -8.71 eV
M: 867.41 g mol⁻¹
ΔE to the lowest compared entry with this formula, charge and spin: 51.8 kJ/mol
Gap between HOMO and LUMO: 0.3215 Ha
Net charge: 0
LUMO: 0.0014 hartree

Here are the Mulliken charges for atoms 1 to 2, given in e: atom 1 (C): -0.73, atom 2 (S): 0.34

Entry 3:
This record from OMol25 describes a structure of composition C4H8N2O2 in a non-equilibrium geometry. The level of theory is ωB97M-V/def2-TZVPD.

Geometry (Å):
C: 2.61 -0.46 -0.21
C: 0.87 -0.56 -0.12
C: -1.64 1.36 0.02
C: -2.21 -0.94 0.38
H: 3.36 -1.27 0.48
H: 3.27 -0.20 -1.29
H: 2.82 0.69 0.04
H: 0.16 0.00 -1.14
H: 0.29 -1.56 -0.36
H: -2.56 1.40 -0.32
H: 0.00 1.81 0.56
H: -1.89 -1.79 1.10
N: -1.21 0.11 0.36
N: -0.64 2.26 -0.07
O: 0.05 0.03 1.03
O: -3.27 -0.87 -0.46

Summary:
2S+1: 1
Strongest force on any atom: 0.190 hartree/bohr
Highest occupied orbital energy: -9.57 eV
M: 116.12 g mol⁻¹
ΔE to the lowest compared entry with this formula, charge and spin: 927.2 kJ/mol
Gap between HOMO and LUMO: 0.3468 Ha
Net charge: 0
LUMO: -0.0050 hartree

Here are the natural (NBO) charges for atoms 1 to 2, given in e: atom 1 (C): -0.72, atom 2 (C): -0.13